# 1
# C23H14BrClN4O2Pd

A structure of composition C23H14BrClN4O2Pd (ωB97M-V with the def2-TZVPD basis set, the Open Molecules 2025 dataset).

2S+1	5
HOMO energy (spin up / spin down)	-7.2020 / -8.6424	eV
Kohn-Sham gap (spin up / spin down)	0.265 / 0.159	hartree
energy relative to the best compared isomer or geometry (same formula, charge and spin)	14.0	kcal per mole
molar mass	600.2	g/mol
<S²>	6.077

CARTESIAN COORDINATES (ANGSTROEM)
Pd  0.66  0.07  -0.68
Br  -0.68  -2.36  -2.37
C  -1.70  -1.88  -0.84
C  -2.81  -2.57  -0.43
C  -3.40  -2.14  0.76
C  -2.87  -1.08  1.47
C  -1.75  -0.44  0.96
N  -1.21  -0.85  -0.19
C  -1.01  0.67  1.70
O  -1.49  1.05  2.76
O  0.08  1.07  1.16
H  -3.19  -3.41  -0.98
H  -4.28  -2.65  1.13
H  -3.28  -0.73  2.40
N  2.69  1.08  -1.15
C  3.44  1.93  -0.94
C  4.37  2.98  -0.66
C  5.69  2.66  -0.31
N  6.78  2.40  -0.02
C  3.94  4.31  -0.73
N  3.59  5.41  -0.78
Cl  -2.01  -4.01  3.82
C  -0.71  -3.34  2.89
C  -0.32  -3.98  1.71
C  0.68  -3.43  0.95
C  1.32  -2.22  1.34
C  2.28  -1.61  0.52
C  0.91  -1.62  2.55
C  -0.10  -2.17  3.32
H  -0.81  -4.90  1.42
H  0.98  -3.91  0.03
H  2.66  -2.13  -0.36
H  2.87  -0.80  0.91
H  1.35  -0.68  2.85
H  -0.43  -1.68  4.22
C  -1.71  3.69  -3.08
C  -0.57  3.95  -2.33
C  0.14  2.91  -1.75
C  -0.27  1.59  -1.91
C  -1.42  1.33  -2.65
C  -2.13  2.37  -3.23
H  -2.27  4.49  -3.52
H  -0.24  4.97  -2.19
H  1.01  3.15  -1.15
H  -1.77  0.31  -2.79
H  -3.03  2.16  -3.80


# 2
# C2H3O3S

The ion C2H3O3S with charge -1 in a non-equilibrium geometry (ωB97M-V with the def2-TZVPD basis set, the Open Molecules 2025 dataset).

HOMO energy	-2.4454	eV
SMILES	O=[S@@]1([O-])=COC1
Kohn-Sham gap	0.244	hartree
energy relative to the best compared isomer or geometry (same formula, charge and spin)	119.4	kcal per mole
molar mass	107.1	g/mol
net charge	-1

CARTESIAN COORDINATES (ANGSTROEM)
O  -0.59  0.39  -1.99
S  0.11  -0.45  -1.00
O  0.21  -1.86  -1.25
C  1.40  0.43  0.44
O  0.19  0.78  0.98
C  -0.72  -0.09  0.69
H  1.82  1.39  0.21
H  -0.79  -1.03  1.17
H  -1.63  0.43  0.74


# 3
# C28H56AlF6N3O13P

A structure of composition C28H56AlF6N3O13P in a non-equilibrium geometry (ωB97M-V with the def2-TZVPD basis set, the Open Molecules 2025 dataset).

HOMO energy	-5.7822	eV
Kohn-Sham gap	0.259	hartree
molar mass	814.7	g/mol
net charge	-1

CARTESIAN COORDINATES (ANGSTROEM)
C  7.54  1.76  -2.82
C  6.57  0.73  -2.90
C  5.50  -0.50  -3.17
Al  6.14  -1.52  -4.83
C  7.30  -0.15  -5.92
C  7.98  -0.80  -7.26
O  7.33  -2.04  -7.74
C  4.58  -2.10  -6.02
O  4.41  -1.41  -7.18
C  3.48  -3.28  -5.70
F  4.06  -4.26  -4.70
F  3.27  -4.12  -6.94
C  2.09  -2.74  -5.03
F  2.49  -1.93  -3.82
F  1.34  -3.91  -4.53
C  1.22  -1.72  -5.98
F  1.41  -1.89  -7.44
F  -0.24  -2.01  -5.71
C  1.48  -0.14  -5.62
O  2.27  0.70  -6.31
O  0.73  0.40  -4.44
P  7.59  -3.22  -4.20
O  6.99  -4.68  -4.24
O  9.08  -3.28  -5.16
O  8.06  -2.89  -2.52
H  8.17  2.76  -2.68
H  5.52  -1.19  -2.21
H  4.45  -0.01  -3.38
H  8.20  0.11  -5.18
H  6.72  0.86  -6.10
H  9.09  -1.10  -6.97
H  8.06  -0.04  -8.16
H  8.01  -2.73  -8.02
H  0.37  1.30  -4.77
H  9.40  -4.24  -5.09
H  7.20  -2.74  -2.00
C  -3.41  -0.79  0.28
O  -3.12  0.33  -0.54
C  -3.05  1.57  0.18
C  -1.60  2.08  0.26
N  -0.78  1.24  1.14
C  0.66  1.49  1.03
C  1.33  1.24  -0.34
O  1.37  -0.14  -0.73
C  0.17  -0.62  -1.32
H  -3.65  -1.64  -0.37
H  -2.54  -1.07  0.88
H  -4.27  -0.60  0.93
H  -3.51  1.49  1.18
H  -3.64  2.29  -0.39
H  -1.60  3.10  0.64
H  -1.20  2.09  -0.76
H  -0.95  0.26  0.92
H  1.14  0.83  1.76
H  0.86  2.52  1.34
H  2.37  1.55  -0.25
H  0.90  1.86  -1.14
H  -0.35  0.14  -1.90
H  -0.48  -1.04  -0.55
H  0.43  -1.45  -1.99
C  -7.16  3.31  0.00
O  -7.81  2.21  -0.61
C  -7.14  0.96  -0.42
C  -7.93  0.05  0.54
N  -7.90  0.56  1.91
C  -8.87  -0.08  2.81
C  -10.36  0.06  2.47
O  -10.88  1.38  2.60
C  -10.63  2.23  1.49
H  -7.61  4.23  -0.37
H  -7.29  3.28  1.09
H  -6.09  3.33  -0.24
H  -6.10  1.10  -0.08
H  -7.10  0.47  -1.40
H  -7.50  -0.95  0.52
H  -8.96  0.00  0.16
H  -8.09  1.56  1.90
H  -8.71  0.36  3.80
H  -8.61  -1.14  2.89
H  -10.92  -0.55  3.20
H  -10.62  -0.36  1.49
H  -10.63  1.69  0.54
H  -9.69  2.76  1.63
H  -11.42  2.99  1.45
C  3.62  -0.63  8.58
O  3.69  0.52  7.74
C  4.07  0.22  6.39
C  2.88  0.40  5.43
N  1.87  -0.64  5.63
C  0.60  -0.36  4.96
C  -0.18  0.90  5.38
O  -0.70  0.85  6.71
C  0.23  1.18  7.73
H  3.53  -0.29  9.61
H  2.73  -1.23  8.34
H  4.52  -1.24  8.49
H  4.52  -0.78  6.30
H  4.84  0.95  6.13
H  3.25  0.36  4.40
H  2.47  1.40  5.61
H  1.69  -0.75  6.62
H  -0.05  -1.23  5.14
H  0.77  -0.33  3.87
H  -1.05  0.98  4.73
H  0.40  1.82  5.23
H  0.96  1.93  7.41
H  0.74  0.28  8.07
H  -0.32  1.58  8.58